Entry 1:
Computed, not measured: a structure of composition C33H27AsCrN3O7S2, with ωB97M-V/def2-TZVPD.

The net charge is -1. The calculation puts the LUMO energy (spin up / spin down) at 0.0831 / 0.0792 Eh. The value obtained for the gap between HOMO and LUMO (spin up / spin down) is 0.180 / 0.289 Ha. The expectation value of S² is 6.047. The energy above the lowest of the compared OMol25 structures with the same formula, charge and spin is 16.3 kcal per mole. As for the spin multiplicity: 5.

XYZ file:
```
74
C33H27AsCrN3O7S2, DFT ωB97M-V/def2-TZVPD
As 2.68 2.65 2.20
Cr 0.54 0.60 0.41
S 3.15 1.64 -0.93
S -4.39 -5.87 -4.05
O 1.74 1.33 1.80
O 2.39 0.38 -0.61
O 2.41 2.81 -0.54
O -6.70 -6.41 -2.93
O 3.65 1.63 -2.28
O 3.18 2.27 3.87
O 2.09 4.17 2.19
N -0.29 2.13 -0.90
N 0.32 -0.82 1.95
N -0.90 1.44 1.51
C 6.93 1.46 0.47
C -2.25 2.92 3.37
C -0.92 3.07 -0.18
C -1.29 2.68 1.20
C -0.69 -1.15 4.12
C -6.03 -5.52 -3.35
C -1.09 0.90 2.75
C -0.08 -2.37 4.21
C -0.58 -0.74 -0.67
C -3.31 -4.61 -1.85
C -1.96 -2.60 -1.95
C 1.78 -2.45 0.91
C -1.20 -1.59 -1.28
C -1.82 1.67 3.70
C -0.08 2.32 -2.21
C 4.56 1.66 0.16
C -1.25 4.31 -0.72
C 0.91 -2.01 2.05
C -2.83 -3.59 -3.98
C -0.39 3.54 -2.80
C -2.09 -2.61 -3.34
C 5.56 2.46 2.18
C -0.95 4.55 -2.04
C -6.49 -4.08 -3.42
C -2.58 -3.62 -1.21
C 5.80 1.27 -0.31
C 6.81 2.07 1.71
C -3.45 -4.60 -3.24
C -0.49 -0.36 2.96
C -1.98 3.46 2.09
C 0.74 -2.82 3.16
C 0.44 1.20 -3.05
C 4.42 2.25 1.42
H -6.55 -3.78 -4.47
H 0.72 1.56 -4.03
H 2.45 2.48 4.45
H 1.29 0.70 -2.60
H 5.47 2.90 3.17
H -2.77 3.52 4.10
H -0.22 -2.99 5.09
H -7.46 -3.99 -2.94
H -2.48 -3.62 -0.14
H -1.33 -0.79 4.91
H -1.61 -1.83 -3.92
H -0.18 3.68 -3.85
H -2.94 -3.58 -5.05
H -1.99 1.28 4.69
H -1.18 5.51 -2.49
H 2.35 -1.61 0.50
H -0.35 0.45 -3.14
H -2.29 4.47 1.84
H -1.73 5.06 -0.10
H 1.16 -2.84 0.10
H -5.77 -3.43 -2.94
H 7.90 1.16 0.10
H -3.77 -5.40 -1.27
H 7.69 2.24 2.32
H 5.87 0.84 -1.31
H 1.24 -3.78 3.20
H 2.47 -3.23 1.23
```

Results of the Löwdin charge analysis, in e, for atoms 1 through 6: number 1, As, carries 0.90; number 2, Cr, carries 0.82; number 3, S, carries 0.49; number 4, S, carries 0.97; number 5, O, carries -0.49; number 6, O, carries -0.42

Entry 2:
Computed, not measured: a cluster of 5 separate species, H11O5 in total, with ωB97M-V/def2-TZVPD.

The net charge is 0. The calculation puts the LUMO energy (spin up / spin down) at 0.0166 / 0.0185 Eh. The value obtained for the gap between HOMO and LUMO (spin up / spin down) is 0.101 / 0.463 Ha. The expectation value of S² is 0.750. The energy above the lowest of the compared OMol25 structures with the same formula, charge and spin is 11.5 kcal per mole. As for the spin multiplicity: 2.

XYZ file:
```
16
H11O5, DFT ωB97M-V/def2-TZVPD
O -1.07 -1.11 1.14
O 2.29 -1.29 -1.69
O -0.35 0.96 2.69
O -0.06 -0.81 -1.03
O -0.91 1.99 -1.41
H -1.40 2.27 -2.19
H -0.73 -1.04 -0.21
H 2.66 -1.89 -2.35
H -0.87 1.73 2.94
H -0.32 0.08 -1.34
H -1.67 -1.72 1.58
H -0.50 2.79 -1.06
H 0.02 0.65 3.53
H 2.96 -1.17 -0.98
H -0.90 -0.30 1.69
H 0.85 -1.17 -1.30
```

Results of the natural (NBO) charge analysis, in e, for atoms 1 through 6: number 1, O, carries -1.05; number 2, O, carries -1.16; number 3, O, carries -1.07; number 4, O, carries -0.98; number 5, O, carries -1.04; number 6, H, carries 0.47